Model 1:
DFT (ωB97M-V/def2-TZVPD) results for the molecule C7H12.

Cartesian coordinates (Å):
C1 -0.03 -2.40 1.31
C2 -0.97 -1.68 0.71
C3 -0.54 -0.34 0.17
C4 -1.13 0.80 0.58
C5 -0.87 2.22 0.21
C6 0.42 -0.36 -0.99
C7 1.67 0.53 -0.89
H1 0.99 -2.18 1.63
H2 -0.17 -3.49 1.38
H3 -1.85 -2.23 0.43
H4 -2.13 0.67 1.01
H5 -1.12 2.46 -0.83
H6 0.20 2.46 0.26
H7 -1.40 2.92 0.84
H8 0.89 -1.36 -1.04
H9 -0.01 -0.30 -1.99
H10 2.22 0.35 0.02
H11 1.53 1.60 -1.06
H12 2.32 0.34 -1.76

Properties
- SMILES: C=C/C(=C/C)CC
- Orbital gap: 0.3602 hartree
- HOMO: -8.747 eV



Model 2:
DFT (ωB97M-V/def2-TZVPD) results for the molecule C7H12.

Cartesian coordinates (Å):
C1 -1.24 2.10 -1.06
C2 -0.29 1.30 -0.15
C3 -0.49 -0.19 -0.09
C4 0.32 -1.23 -0.89
C5 0.74 -1.88 0.42
C6 1.53 -0.96 1.26
C7 0.08 -0.70 1.23
H1 -1.08 3.17 -0.92
H2 -2.29 1.86 -0.84
H3 -1.08 1.88 -2.13
H4 0.74 1.55 -0.43
H5 -0.31 1.49 0.93
H6 -1.56 -0.46 -0.10
H7 1.13 -0.78 -1.47
H8 -0.28 -1.87 -1.54
H9 0.53 -2.92 0.64
H10 1.84 -1.38 2.21
H11 2.25 -0.28 0.81
H12 -0.54 -0.71 2.13

Properties
- SMILES: CC[C@H]1C[C@H]2C[C@@H]12
- Orbital gap: 0.3727 hartree
- HOMO: -8.921 eV



Model 3:
DFT (ωB97M-V/def2-TZVPD) results for the molecule C7H12.

Cartesian coordinates (Å):
C1 -0.76 -2.48 1.68
C2 -0.24 -1.43 1.02
C3 -1.19 -0.43 0.47
C4 -0.59 0.53 -0.30
C5 -1.04 1.05 -1.66
C6 0.64 1.17 0.25
C7 1.97 0.85 -0.47
H1 -0.19 -3.32 2.05
H2 -1.84 -2.58 1.77
H3 0.84 -1.42 0.98
H4 -2.20 -0.66 0.81
H5 -1.91 1.71 -1.73
H6 -0.29 1.53 -2.27
H7 -1.42 0.18 -2.21
H8 0.45 2.25 0.23
H9 0.74 0.94 1.32
H10 2.49 0.18 0.21
H11 1.88 0.31 -1.42
H12 2.67 1.64 -0.74

Properties
- SMILES: C=C/C=C(/C)CC
- Orbital gap: 0.3122 hartree
- HOMO: -7.626 eV



The most stable arrangement is model 2, and the next structure is 0.0041 hartree less stable.



Model 1:
DFT (ωB97M-V/def2-TZVPD) results for the molecule C7H12.

Cartesian coordinates (Å):
C1 -0.03 2.00 0.92
C2 0.22 1.13 -0.04
C3 1.52 1.25 -0.82
C4 -0.70 -0.01 -0.31
C5 -2.01 0.19 -0.33
C6 -0.12 -1.37 -0.52
C7 0.20 -2.12 0.78
H1 -0.93 1.94 1.51
H2 0.61 2.82 1.23
H3 1.98 0.29 -1.02
H4 1.36 1.80 -1.74
H5 2.22 1.81 -0.20
H6 -2.74 -0.58 -0.52
H7 -2.46 1.16 -0.13
H8 0.82 -1.30 -1.06
H9 -0.73 -2.03 -1.14
H10 -0.71 -2.52 1.25
H11 0.61 -1.51 1.57
H12 0.88 -2.95 0.57

Properties
- SMILES: C=C(C)C(=C)CC
- Orbital gap: 0.3647 hartree
- HOMO: -8.843 eV



Model 2:
DFT (ωB97M-V/def2-TZVPD) results for the molecule C7H12.

Cartesian coordinates (Å):
C1 1.41 0.93 1.10
C2 0.47 1.32 -0.01
C3 0.11 0.46 -1.19
C4 0.25 -1.05 -1.18
C5 -0.49 -1.55 0.08
C6 -1.42 -0.40 0.59
C7 -0.95 0.86 -0.17
H1 2.45 1.09 0.78
H2 1.22 1.56 1.98
H3 1.31 -0.11 1.41
H4 0.59 2.36 -0.31
H5 0.20 0.93 -2.17
H6 -0.21 -1.43 -2.11
H7 1.27 -1.44 -1.17
H8 -0.94 -2.53 -0.14
H9 0.27 -1.76 0.85
H10 -1.34 -0.30 1.69
H11 -2.49 -0.53 0.39
H12 -1.71 1.60 -0.43

Properties
- SMILES: C[C@H]1[C@H]2CCC[C@@H]12
- Orbital gap: 0.3957 hartree
- HOMO: -9.622 eV



Model 3:
DFT (ωB97M-V/def2-TZVPD) results for a cluster of 2 separate species, C7H12 in total.

Cartesian coordinates (Å):
C1 -2.02 0.55 -0.44
C2 -1.49 0.03 0.67
C3 -0.52 -1.11 0.78
C4 0.81 -0.65 1.41
C5 1.39 0.72 1.21
C6 0.86 0.51 2.33
H1 -2.57 1.49 -0.41
H2 -1.92 0.10 -1.42
H3 -1.75 0.51 1.62
H4 -0.33 -1.57 -0.19
H5 -0.94 -1.90 1.43
H6 1.49 -1.49 1.61
H7 1.92 1.45 0.58
H8 0.60 0.90 3.33
C7 0.87 0.10 -2.50
H9 0.15 -0.31 -3.21
H10 1.26 -0.74 -1.92
H11 1.69 0.53 -3.08
H12 0.50 0.88 -1.80

Properties
- SMILES: C=CCC1C=C1.C
- Orbital gap: 0.3928 hartree
- HOMO: -9.497 eV



The most stable arrangement is model 2, and the next structure is 0.0170 hartree less stable.



Model 1:
DFT (ωB97M-V/def2-TZVPD) results for a structure of composition C7H12.

Cartesian coordinates (Å):
C1 -1.55 0.87 -1.92
C2 -0.98 -0.17 -0.86
C3 0.21 0.36 -0.10
C4 0.30 0.59 1.25
C5 -0.61 0.22 2.42
C6 1.71 -1.56 -0.69
C7 1.47 -0.28 -0.10
H1 -2.10 1.61 -1.42
H2 -2.19 0.34 -2.57
H3 -0.81 1.32 -2.50
H4 -0.61 -0.97 -1.56
H5 -1.77 -0.61 -0.20
H6 1.01 1.34 1.53
H7 -1.32 1.13 2.65
H8 -0.07 0.06 3.42
H9 -1.42 -0.56 2.37
H10 0.89 -2.24 -0.80
H11 2.63 -1.70 -1.40
H12 2.45 0.14 0.43

Properties
- Orbital gap: 0.2741 hartree
- HOMO: -6.800 eV



Model 2:
DFT (ωB97M-V/def2-TZVPD) results for a structure of composition C7H12.

Cartesian coordinates (Å):
C1 2.53 0.34 -0.78
C2 1.25 -0.46 -0.66
C3 0.06 -0.21 1.04
C4 -0.65 1.13 0.86
C5 -1.95 0.32 0.79
C6 -1.98 -0.52 -0.43
C7 -1.17 -1.00 0.75
H1 2.91 0.29 -1.81
H2 3.31 -0.03 -0.11
H3 2.35 1.39 -0.55
H4 0.44 -0.06 -1.25
H5 1.36 -1.53 -0.83
H6 1.15 -0.49 0.71
H7 -0.43 1.68 -0.07
H8 -0.54 1.82 1.70
H9 -2.83 0.51 1.40
H10 -2.89 -1.08 -0.61
H11 -1.50 -0.16 -1.35
H12 -1.42 -1.96 1.21

Properties
- Orbital gap: 0.3155 hartree
- HOMO: -7.453 eV



The most stable arrangement is model 1, and the next structure is 0.0111 hartree less stable.



Model 1:
DFT (ωB97M-V/def2-TZVPD) results for the molecule C7H12.

Cartesian coordinates (Å):
C1 -2.05 0.23 3.63
C2 -1.66 -0.05 2.25
C3 -1.34 -0.16 1.09
C4 -0.96 -0.07 -0.33
C5 0.54 -0.23 -0.57
C6 0.92 0.02 -2.02
C7 2.43 -0.08 -2.26
H1 -1.19 0.19 4.30
H2 -2.81 -0.46 4.00
H3 -2.46 1.24 3.69
H4 -1.25 0.93 -0.69
H5 -1.52 -0.79 -0.94
H6 1.08 0.47 0.09
H7 0.84 -1.24 -0.26
H8 0.57 1.02 -2.32
H9 0.40 -0.70 -2.66
H10 2.97 0.64 -1.65
H11 2.81 -1.08 -2.01
H12 2.67 0.11 -3.31

Properties
- SMILES: CC#CCCCC
- Orbital gap: 0.3824 hartree
- HOMO: -9.320 eV



Model 2:
DFT (ωB97M-V/def2-TZVPD) results for the molecule C7H12.

Cartesian coordinates (Å):
C1 3.32 -0.70 1.00
C2 2.51 0.02 0.09
C3 1.82 0.87 -0.46
C4 0.60 0.12 -0.94
C5 -0.59 0.64 -0.16
C6 -1.80 -0.18 -0.50
C7 -3.04 0.30 0.22
H1 3.74 0.01 1.73
H2 4.08 -1.15 0.39
H3 2.77 -1.44 1.57
H4 0.74 -0.98 -0.86
H5 0.56 0.28 -2.02
H6 -0.43 0.60 0.94
H7 -0.75 1.69 -0.41
H8 -1.58 -1.23 -0.25
H9 -1.90 -0.14 -1.60
H10 -2.93 0.26 1.32
H11 -3.25 1.34 -0.04
H12 -3.89 -0.31 -0.05

Properties
- SMILES: CC#CCCCC
- Orbital gap: 0.3659 hartree
- HOMO: -9.187 eV



Model 3:
DFT (ωB97M-V/def2-TZVPD) results for a cluster of 2 separate species, C7H12 in total.

Cartesian coordinates (Å):
C1 1.97 1.49 1.50
C2 1.79 1.31 0.07
C3 0.57 0.34 -0.15
C4 0.22 0.02 -1.60
C5 -0.96 -0.84 -1.44
C6 -1.83 -1.42 -0.84
C7 -2.69 -1.96 0.21
H1 1.61 2.39 1.99
H2 -0.48 -0.21 2.03
H3 2.73 0.93 2.03
H4 1.56 2.24 -0.45
H5 2.66 0.83 -0.40
H6 -0.27 0.81 0.37
H7 0.79 -0.56 0.42
H8 0.00 0.94 -2.16
H9 1.05 -0.49 -2.10
H10 -2.26 -1.57 1.15
H11 -2.67 -3.05 0.25
H12 -3.72 -1.62 0.13

Properties
- Orbital gap (spin up / spin down): 0.3538 / 0.2733 hartree
- HOMO (spin up / spin down): -9.272 / -8.098 eV



Model 4:
DFT (ωB97M-V/def2-TZVPD) results for a structure of composition C7H12.

Cartesian coordinates (Å):
C1 -2.27 0.40 0.79
C2 -1.42 0.30 -0.49
C3 -0.04 -0.28 -0.11
C4 0.08 -1.69 0.51
C5 0.90 0.19 -1.70
C6 1.07 0.49 -0.33
C7 2.30 0.54 0.62
H1 -3.25 0.74 0.49
H2 -1.97 1.31 1.43
H3 -2.37 -0.56 1.33
H4 -1.86 -0.37 -1.28
H5 -1.23 1.26 -0.97
H6 -0.65 -2.44 0.35
H7 0.67 -1.67 1.40
H8 0.95 0.93 -2.51
H9 1.12 -0.82 -2.13
H10 2.75 1.58 0.72
H11 2.03 0.06 1.58
H12 3.18 0.02 0.31

Properties
- Orbital gap: 0.2147 hartree
- HOMO: -7.113 eV



The most stable arrangement is model 1, and the next structure is 0.0768 hartree less stable.



Model 1:
DFT (ωB97M-V/def2-TZVPD) results for the molecule C7H12.

Cartesian coordinates (Å):
C1 3.94 -0.19 1.35
C2 2.74 -0.11 0.52
C3 1.72 -0.16 -0.13
C4 0.45 -0.43 -0.81
C5 -0.74 0.29 -0.17
C6 -2.07 -0.12 -0.81
C7 -3.27 0.55 -0.15
H1 3.83 0.38 2.27
H2 4.83 0.18 0.83
H3 4.13 -1.23 1.62
H4 0.26 -1.51 -0.74
H5 0.51 -0.19 -1.87
H6 -0.76 0.07 0.90
H7 -0.59 1.37 -0.27
H8 -2.18 -1.21 -0.74
H9 -2.05 0.12 -1.88
H10 -3.32 0.30 0.92
H11 -3.21 1.64 -0.23
H12 -4.21 0.23 -0.61

Properties
- SMILES: CC#CCCCC
- Orbital gap: 0.3824 hartree
- HOMO: -9.320 eV



Model 2:
DFT (ωB97M-V/def2-TZVPD) results for a cluster of 2 separate species, C7H12 in total.

Cartesian coordinates (Å):
C1 -1.09 -0.03 2.26
C2 0.23 0.16 1.59
C3 0.48 -0.03 0.29
C4 1.81 0.01 -0.34
C5 1.76 -0.41 -1.61
C6 0.35 -0.72 -2.05
C7 -0.52 -0.38 -0.81
H1 -1.01 -0.78 3.06
H2 -1.47 0.89 2.72
H3 -1.85 -0.39 1.55
H4 1.07 0.43 2.23
H5 2.70 0.28 0.21
H6 2.62 -0.55 -2.25
H7 0.07 -0.11 -2.92
H8 0.25 -1.77 -2.36
H9 -1.16 -1.22 -0.52
H10 -1.18 0.47 -1.01
H11 -0.38 2.59 0.00
H12 -0.99 3.01 0.08

Properties
- SMILES: C/C=C1/C=CCC1.[H][H]
- Orbital gap: 0.3405 hartree
- HOMO: -8.069 eV



Model 3:
DFT (ωB97M-V/def2-TZVPD) results for the molecule C7H12.

Cartesian coordinates (Å):
C1 -2.57 -0.01 -0.02
C2 -1.10 -0.45 0.00
C3 -0.17 0.28 -1.00
C4 0.90 0.24 0.06
C5 1.88 -0.89 -0.01
C6 2.35 0.55 -0.06
C7 -0.13 0.23 1.15
H1 -2.95 0.20 -1.03
H2 -2.65 0.93 0.53
H3 -3.25 -0.73 0.43
H4 -1.03 -1.54 -0.17
H5 0.08 -0.19 -1.95
H6 -0.54 1.30 -1.16
H7 1.89 -1.49 -0.91
H8 2.09 -1.45 0.90
H9 2.69 0.93 -1.03
H10 2.90 0.93 0.79
H11 -0.66 1.17 1.32
H12 0.28 -0.02 2.15

Properties
- SMILES: CC1CC2(CC2)C1
- Orbital gap: 0.3957 hartree
- HOMO: -9.601 eV



Model 4:
DFT (ωB97M-V/def2-TZVPD) results for the molecule C7H12.

Cartesian coordinates (Å):
C1 -2.10 -0.67 -0.03
C2 -1.19 0.94 -0.13
C3 -0.35 1.12 -1.37
C4 0.89 0.66 -1.22
C5 1.22 0.32 0.22
C6 1.83 -1.07 0.44
C7 -0.15 0.49 0.92
H1 -1.23 -1.14 -0.42
H2 -2.29 -0.49 1.02
H3 -2.94 -1.35 -0.34
H4 -1.83 1.79 0.13
H5 -0.74 1.54 -2.30
H6 1.62 0.52 -2.02
H7 1.93 1.07 0.59
H8 1.14 -1.86 0.10
H9 2.04 -1.24 1.50
H10 2.77 -1.19 -0.11
H11 -0.12 1.04 1.86
H12 -0.50 -0.51 1.17

Properties
- SMILES: C[C@@H]1C=C[C@H](C)C1
- Orbital gap: 0.3676 hartree
- HOMO: -8.866 eV



The most stable arrangement is model 1, and the next structure is 0.0060 hartree less stable.